[1]
Formula: C7H7I3O
Source: the Open Molecules 2025 dataset
Level of theory: the ωB97M-V functional and the def2-TZVPD basis

Output
Energy above the lowest of the compared OMol25 structures with the same formula, charge and spin (kcal per mole): 9.2
Electronic energy (a.u.): -1239.155572
Frontier orbital gap (spin up / spin down) (Ha): 0.2120 / 0.2193

Last column: Löwdin charge in e.
Cartesian coordinates (Å):
C (0.50121, -0.09497, -2.26332)  -0.066
C (-0.66445, -0.57540, -1.55984)  -0.125
C (1.36534, 0.80628, -1.61377)  -0.101
C (-0.83218, -0.24015, -0.23326)  -0.579
C (1.08850, 1.12205, -0.33362)  -0.029
C (0.07780, 0.52402, 0.48803)  -0.405
C (0.88085, 1.05290, 2.68635)  -0.088
O (-0.09640, 0.66544, 1.76014)  -0.176
I (-2.56590, -0.71433, 0.91929)  0.859
I (-1.76830, -4.55061, -0.66209)  -0.026
I (-4.96503, -2.71408, -0.78795)  -0.018
H (0.79397, -0.41080, -3.20908)  0.074
H (-1.29880, -1.39056, -2.11474)  0.118
H (2.07139, 1.29424, -2.23406)  0.099
H (1.87761, 1.76344, 0.09388)  0.119
H (1.86941, 0.38376, 2.70237)  0.134
H (0.36867, 0.97239, 3.72144)  0.116
H (1.29631, 2.10639, 2.64023)  0.096

---

[2]
Formula: C27H28FN7O2
Source: the Open Molecules 2025 dataset
Level of theory: the ωB97M-V functional and the def2-TZVPD basis

Output
Energy above the lowest of the compared OMol25 structures with the same formula, charge and spin (kcal per mole): 588.8
Electronic energy (a.u.): -1678.413252
Frontier orbital gap (Ha): 0.2899

Last column: Löwdin charge in e.
Cartesian coordinates (Å):
C (5.45491, 0.29926, 2.42292)  -0.030
C (4.00066, 0.95865, 2.24105)  -0.255
C (3.47930, 2.01142, 2.92626)  -0.105
C (2.35835, 2.52856, 2.78856)  -0.230
C (1.62920, 2.13728, 1.88465)  -0.009
C (2.09109, 0.83146, 1.09108)  -0.025
C (3.41738, 0.22719, 1.33062)  0.020
H (3.64617, -0.34339, 0.51350)  0.078
N (1.22319, 0.36983, -0.07658)  0.061
C (0.03119, -0.33456, 0.26940)  -0.275
O (-0.67807, -0.96282, -0.85010)  -0.101
C (-0.40302, -0.42355, 1.50613)  -0.084
N (-1.49283, 0.57115, 1.92128)  -0.148
N (-1.64520, 1.59647, 1.33970)  -0.077
N (-2.71774, 2.25498, 1.59887)  0.173
C (-3.38458, 1.02402, 2.26192)  -0.305
N (-2.66677, 0.05103, 2.49938)  0.205
C (-4.76879, 1.21685, 2.72441)  -0.059
C (-5.62805, 2.55154, 2.43293)  0.043
C (-6.79870, 2.51052, 2.91245)  -0.202
C (-7.37210, 1.63356, 3.46558)  -0.110
C (-6.73772, 0.14434, 3.62506)  0.090
C (-5.53229, 0.12376, 3.19619)  -0.098
H (-4.92868, -0.91236, 3.38952)  0.170
H (-7.37871, -0.29811, 3.93905)  -0.036
F (-8.77642, 1.71633, 3.95284)  -0.035
H (-7.24138, 3.62648, 2.95036)  0.204
H (-5.07899, 3.30884, 1.90015)  0.103
H (0.40971, -0.31160, 2.42348)  0.189
H (-0.82160, -1.52680, 1.92677)  0.212
C (1.63870, 0.45989, -1.46346)  -0.166
C (0.74330, 1.16562, -2.35063)  -0.193
C (-0.39458, 1.83152, -1.87836)  -0.045
C (-1.12443, 2.44643, -2.72424)  -0.141
N (-1.02909, 2.20994, -4.07028)  0.058
C (-0.22617, 1.37405, -4.66069)  -0.103
C (0.81728, 1.02528, -3.73833)  0.011
H (1.61790, 0.01424, -3.99622)  0.176
H (-0.01929, 1.29888, -5.64069)  0.066
H (-2.01323, 2.86251, -2.62053)  0.069
H (-0.53892, 1.95367, -0.66143)  0.154
H (2.62434, 0.85245, -1.32540)  0.142
C (2.39461, -0.94898, -1.84760)  -0.404
O (3.60290, -1.10200, -1.68345)  0.049
N (1.43873, -1.74567, -2.42555)  0.035
H (0.30255, -1.45681, -2.04162)  0.202
C (1.63307, -3.12216, -2.61320)  -0.518
C (2.21020, -3.90763, -1.41015)  0.020
H (1.50133, -3.88248, -0.85673)  -0.041
H (2.50800, -5.06526, -2.01566)  0.189
H (3.14537, -3.46487, -1.33572)  0.040
C (2.58037, -3.04715, -3.97946)  -0.028
H (2.00390, -2.39786, -4.75586)  0.105
H (2.81135, -4.14631, -4.15112)  0.079
H (3.48063, -2.67957, -3.48052)  0.050
C (0.21294, -3.93962, -3.16763)  0.057
H (0.50337, -4.67268, -3.51908)  -0.084
H (-0.05665, -3.21437, -4.02030)  0.108
H (-0.46485, -3.77355, -2.41158)  0.045
H (0.42626, 2.10743, 1.80911)  0.133
H (2.03094, 3.43046, 3.39659)  0.166
H (4.26326, 2.34120, 3.74674)  0.173
H (5.79458, -0.10759, 1.48044)  0.060
H (6.34826, 1.03920, 2.57719)  0.099
H (5.54360, -0.31853, 3.32799)  0.073

---

[3]
Formula: C20H46FN2O3S
Source: the Open Molecules 2025 dataset
Level of theory: the ωB97M-V functional and the def2-TZVPD basis

Output
Net charge: +1
Energy above the lowest of the compared OMol25 structures with the same formula, charge and spin (kcal per mole): 0.0
Electronic energy (a.u.): -1622.556563
Frontier orbital gap (Ha): 0.2508

Last column: Löwdin charge in e.
Cartesian coordinates (Å):
C (0.59409, 2.57487, 2.84312)  -0.111
C (1.81888, 1.74429, 2.46874)  -0.261
C (1.44490, 0.31353, 2.07930)  -0.239
C (2.56554, -0.40636, 1.33172)  -0.184
C (2.26351, -1.80741, 0.74011)  -0.178
C (0.80909, -2.28917, 0.74803)  -0.226
C (0.32450, -2.88453, 2.07712)  -0.188
C (-1.19101, -2.81073, 2.26134)  -0.193
C (-1.70621, -1.41210, 2.60581)  -0.189
C (-3.07573, -1.41955, 3.27694)  -0.159
C (-4.25010, -1.89517, 2.44410)  -0.103
N (-4.69022, -0.98973, 1.30235)  -0.287
C (-5.92979, -1.54502, 0.66088)  0.032
O (-3.65641, -0.72630, 0.38244)  -0.115
C (-3.32564, -1.82858, -0.51976)  -0.176
C (-1.99178, -1.46577, -1.13844)  -0.025
S (-5.01740, 0.67600, 1.98013)  0.705
O (-5.93312, 0.45076, 3.02160)  -0.153
O (-3.80851, 1.36838, 2.04220)  -0.129
F (-5.80097, 1.16935, 0.74698)  -0.063
H (-0.05621, 2.01636, 3.52400)  0.066
H (0.86550, 3.50714, 3.33872)  0.071
H (0.00496, 2.82715, 1.95770)  0.069
H (2.50533, 1.71745, 3.31913)  0.113
H (2.34935, 2.21610, 1.63635)  0.104
H (1.21362, -0.22974, 3.00039)  0.102
H (0.53591, 0.34786, 1.47008)  0.098
H (2.90685, 0.24947, 0.52493)  0.091
H (3.41261, -0.48386, 2.01941)  0.116
H (2.59371, -1.80977, -0.30177)  0.098
H (2.88029, -2.56107, 1.23797)  0.112
H (0.70733, -3.06354, -0.01946)  0.117
H (0.14704, -1.47273, 0.43929)  0.064
H (0.62484, -3.93454, 2.11671)  0.118
H (0.81606, -2.39471, 2.92245)  0.110
H (-1.48242, -3.49408, 3.06682)  0.120
H (-1.65760, -3.17610, 1.33540)  0.097
H (-1.01150, -0.94194, 3.30525)  0.117
H (-1.71836, -0.76802, 1.72368)  0.098
H (-3.05153, -2.13032, 4.11009)  0.138
H (-3.29528, -0.44939, 3.72771)  0.109
H (-5.14779, -1.99526, 3.05550)  0.142
H (-4.05808, -2.85748, 1.96894)  0.133
H (-5.80820, -2.62191, 0.58990)  0.121
H (-6.77992, -1.30735, 1.29649)  0.117
H (-6.04389, -1.08476, -0.31398)  0.116
H (-3.27499, -2.75333, 0.05791)  0.109
H (-4.11412, -1.91586, -1.26673)  0.123
H (-1.16307, -1.94248, -0.61822)  0.039
H (-1.97475, -1.76666, -2.18466)  0.098
H (-1.84652, -0.38471, -1.11280)  0.101
C (4.14365, 2.57722, -5.77872)  -0.088
C (3.14978, 1.87492, -4.86744)  -0.275
N (3.73264, 1.46329, -3.60071)  -0.200
C (2.90729, 0.53750, -2.85346)  -0.253
C (1.55082, 1.03475, -2.33510)  -0.082
C (4.37740, 2.51435, -2.82797)  -0.241
C (3.53387, 3.73317, -2.43370)  -0.079
H (5.03494, 1.96467, -5.91852)  0.082
H (3.68880, 2.75364, -6.75380)  0.074
H (4.45132, 3.54582, -5.38387)  0.066
H (2.79769, 0.96397, -5.36008)  0.116
H (2.26399, 2.51968, -4.74567)  0.102
H (3.49986, 0.17476, -2.00744)  0.101
H (2.73276, -0.33152, -3.49605)  0.111
H (1.66212, 1.72361, -1.49748)  0.050
H (0.96437, 0.18077, -1.98218)  0.054
H (0.97264, 1.53296, -3.11430)  0.068
H (5.24159, 2.86431, -3.39559)  0.103
H (4.78735, 2.04532, -1.92957)  0.113
H (2.95273, 4.10826, -3.27765)  0.067
H (4.18870, 4.54125, -2.10382)  0.074
H (2.84293, 3.51866, -1.61881)  0.049

---

[4]
Formula: C15H30F3NO3S
Source: the Open Molecules 2025 dataset
Level of theory: the ωB97M-V functional and the def2-TZVPD basis

Output
Electronic energy (a.u.): -1567.569844
Frontier orbital gap (Ha): 0.1537

Last column: Löwdin charge in e.
Cartesian coordinates (Å):
O (2.31496, -0.67315, -1.37683)  -0.457
S (3.43191, 0.25411, -1.80026)  0.675
O (4.64245, -0.55148, -2.16720)  -0.408
C (2.79463, 1.20305, -3.26151)  -0.354
C (2.40170, 0.11802, -4.39371)  -0.249
C (3.34758, 0.41296, -5.63082)  -0.260
O (4.78319, 0.17862, -5.41365)  -0.020
C (5.15306, -1.12933, -5.65914)  -0.566
F (4.72017, -2.04899, -4.71878)  0.107
F (6.56260, -1.15221, -5.58780)  0.070
F (4.83448, -1.60021, -6.92709)  0.094
H (3.81433, 1.16006, -0.80946)  0.044
H (1.90638, 1.83209, -2.92705)  0.056
H (3.58750, 1.89782, -3.67689)  0.087
H (2.56703, -0.93887, -3.99048)  0.031
H (2.91017, -0.12526, -6.52237)  0.103
H (3.24512, 1.53077, -5.85244)  0.106
C (-3.27293, -2.58277, 3.49101)  -0.092
C (-3.78683, -1.95819, 2.19833)  -0.250
C (-2.73745, -1.76081, 1.09971)  -0.168
C (-1.42308, -1.04042, 1.40516)  -0.095
N (-1.46524, 0.48400, 1.41562)  -0.170
C (-0.02876, 1.05506, 1.51503)  -0.082
C (0.29757, 1.59648, 0.14140)  -0.158
C (-1.03405, 2.11390, -0.34902)  -0.148
C (-1.96766, 0.98594, 0.03002)  -0.084
C (-2.34273, 1.09387, 2.48507)  -0.112
C (-1.94681, 0.97438, 3.96964)  -0.200
C (-0.81593, 0.08070, 4.46609)  -0.097
H (-2.91327, -1.81750, 4.17812)  0.048
H (-4.08501, -3.10346, 4.00277)  0.080
H (-2.47040, -3.30205, 3.30908)  0.086
H (-4.31749, -1.03117, 2.42386)  0.090
H (-4.55032, -2.62663, 1.78770)  0.112
H (-3.23220, -1.30929, 0.23460)  0.111
H (-2.45467, -2.76471, 0.76511)  0.131
H (-0.71374, -1.29445, 0.61100)  0.146
H (-0.97326, -1.38745, 2.33153)  0.109
H (-0.03488, 1.86306, 2.24643)  0.132
H (0.65361, 0.26596, 1.83030)  0.135
H (0.66508, 0.79442, -0.50812)  0.094
H (1.06053, 2.37620, 0.17817)  0.132
H (-1.03933, 2.30969, -1.42153)  0.134
H (-1.30970, 3.03798, 0.16931)  0.121
H (-1.86356, 0.16658, -0.68288)  0.138
H (-3.01396, 1.28165, 0.10648)  0.134
H (-3.35078, 0.71617, 2.32549)  0.107
H (-2.40134, 2.15986, 2.24605)  0.132
H (-2.85292, 0.70061, 4.51974)  0.112
H (-1.71842, 1.98647, 4.31908)  0.112
H (-0.98775, -0.97486, 4.26643)  0.048
H (-0.74167, 0.17501, 5.55053)  0.088
H (0.15206, 0.36777, 4.05818)  0.067